DFT (ωB97M-V/def2-TZVPD) results for the molecule C4H11BS in a non-equilibrium geometry.

Atoms and positions in Å:
B -1.297105 -1.551757 -0.161163
C -1.613357 0.929619 0.319967
C -0.857437 -0.111530 -0.415990
C 0.626114 0.165761 -0.672291
C 1.534599 0.017020 0.560390
S 3.250480 -0.053925 0.021311
H -0.761949 -2.501164 -0.631904
H -2.423236 -1.749513 0.210978
H -1.928832 1.839032 -0.408769
H -0.979079 1.181148 1.176071
H -2.538065 0.411579 0.776426
H -1.407717 -0.195692 -1.338660
H 3.693605 1.009761 0.795211
H 0.931421 1.135383 -1.078310
H 0.945256 -0.583847 -1.477604
H 1.465233 0.944710 1.228748
H 1.360076 -0.886585 1.095587

Cartesian forces (eV/Å) of the 2 atoms listed first:
-0.6 -0.5 -0.5
-2.0 1.2 0.3

Output
SMILES: B[C@@H](C)CCS
HOMO (hartree): -0.3339